[1]
Here is an isolated ion of composition C3H8N2OS and charge -1 in a non-equilibrium geometry from the Open Molecules 2025 dataset. Energies are from ωB97M-V/def2-TZVPD.

Geometry (Å):
N1 -1.9809 0.1062 -0.0411
C1 -0.5980 -0.3714 0.1974
C2 -0.1076 0.3578 1.4900
S1 1.1896 1.6520 1.2111
C3 0.2538 -0.1997 -1.0344
N2 1.2933 -1.2120 -1.2042
O1 -0.0770 0.5294 -2.0253
H1 -2.0897 0.9959 0.4222
H2 -2.0585 0.3022 -1.0351
H3 -0.5869 -1.4489 0.4058
H4 -0.8264 1.0816 1.8921
H5 0.2103 -0.2803 2.3042
H6 1.9897 0.9236 0.4048
H7 1.1915 -1.3560 -2.2007
H8 2.1969 -1.0802 -0.7867

Forces on atoms 1 to 2 (eV/Å):
-0.02 -0.35 0.05
-0.35 0.45 -0.34

multiplicity	2
ΔE to the lowest compared entry with this formula, charge and spin	17.5	kcal per mole
HOMO level (alpha / beta)	0.29 / -4.17	eV
total charge	-1
M	120.18	g mol⁻¹
DFT total energy	-19102.357	eV
orbital gap (alpha / beta)	3.3 / 7.6	eV

Here are the natural (NBO) charges for atoms 1 to 8, given in e: -0.85, -0.17, -0.52, -0.16, 0.37, -0.95, -0.80, 0.33

[2]
Here is a 2-piece molecular cluster, C9H13N2O2 overall in a non-equilibrium geometry from the Open Molecules 2025 dataset. Energies are from ωB97M-V/def2-TZVPD.

Geometry (Å):
C1 0.1591 4.3375 -0.8305
C2 1.3760 3.7141 -0.5897
C3 -0.9598 3.7045 -0.3282
C4 1.4758 2.3754 -0.2625
C5 -0.9805 2.3864 -0.0022
C6 0.2482 1.6722 0.0072
C7 -0.8215 -3.3647 -0.8747
C8 -0.7042 -3.3844 0.5802
C9 0.1381 0.2664 0.3726
N1 -1.2450 -2.5579 1.3804
N2 1.2405 -0.5985 0.3164
O1 -0.8995 -2.8815 2.6858
O2 -0.8904 -0.1753 0.9529
H1 0.2248 5.4593 -1.0762
H2 2.2596 4.2193 -0.9159
H3 -1.7910 4.3946 -0.1897
H4 2.2628 1.7553 0.0052
H5 -1.9738 2.0664 0.2713
H6 -1.5861 -2.7038 -1.2779
H7 -0.9997 -4.4834 -1.2414
H8 0.1170 -3.0447 -1.4246
H9 -0.3138 -4.3663 0.9234
H10 2.2002 -0.2923 0.2510
H11 -1.5105 -2.7749 3.4150
H12 1.0377 -1.4470 0.7160
H13 -0.8819 -1.1859 1.2349

Forces on atoms 1 to 2 (eV/Å):
1.33 1.60 1.43
1.04 -0.72 -1.73

ΔE to the lowest compared entry with this formula, charge and spin	53.9	kcal per mole
HOMO level	-13.21	eV
total charge	+1
M	181.22	g mol⁻¹
DFT total energy	-16609.745	eV
orbital gap	9.1	eV

Here are the natural (NBO) charges for atoms 1 to 8, given in e: -0.13, -0.20, -0.21, -0.14, -0.15, -0.19, -0.71, 0.14

[3]
Here is C19H17Cl5N2Pd as an isolated structure in a non-equilibrium geometry from the Open Molecules 2025 dataset. Energies are from ωB97M-V/def2-TZVPD.

Geometry (Å):
C1 -3.8583 -0.0957 -0.0786
C2 -4.0338 1.1845 -0.8758
H1 -4.0342 -0.9654 -0.7163
H2 -4.6068 -0.0870 0.7223
H3 -2.8797 -0.2209 0.4002
H4 -3.2721 1.3749 -1.6318
H5 -4.9981 1.0819 -1.3938
H6 -4.0977 2.0546 -0.2214
C3 0.1369 -2.6577 0.0808
C4 0.9943 -3.7528 -0.1198
C5 1.9859 -3.6896 -1.1066
C6 2.0835 -2.5169 -1.8645
H7 -0.6763 -2.6739 0.8138
H8 0.8648 -4.6280 0.5183
H9 2.6950 -4.5181 -1.2401
H10 2.8796 -2.3715 -2.5941
N1 0.2897 -1.5252 -0.6347
C7 1.2342 -1.4242 -1.6097
C8 1.4498 -0.0852 -2.1870
N2 0.6390 0.8851 -1.7052
C9 0.8643 2.1637 -1.9773
C10 2.7859 1.6107 -3.2948
C11 1.9528 2.5822 -2.7396
H11 0.1386 2.8464 -1.5505
H12 2.0695 3.6571 -2.8686
C12 2.5441 0.2657 -3.0186
H13 3.2185 -0.5047 -3.3790
H14 3.6124 1.9321 -3.9290
Pd1 -0.7286 0.3381 -0.0486
C13 -1.3593 2.2226 0.0101
H15 -1.7536 2.4324 -0.9925
H16 -0.5433 2.9075 0.3012
H17 -2.1425 2.3012 0.7683
Cl1 -2.2725 -1.2467 2.5866
C14 -0.7979 -0.4239 2.9278
C15 -0.0168 0.0870 1.9114
C16 1.2937 0.4393 2.1597
Cl2 2.3624 0.8314 0.8473
C17 1.8123 0.4293 3.4740
Cl3 3.4359 0.8769 3.7495
C18 0.9579 0.0617 4.5491
Cl4 1.5491 0.0226 6.1606
C19 -0.3573 -0.3653 4.2735
Cl5 -1.4215 -0.8361 5.5237

Forces on atoms 1 to 2 (eV/Å):
-0.42 0.07 -0.22
-0.73 -0.09 -0.23

multiplicity	5
ΔE to the lowest compared entry with this formula, charge and spin	0.0	kcal per mole
HOMO level (alpha / beta)	-13.68 / -15.31	eV
total charge	+2
M	557.04	g mol⁻¹
DFT total energy	-89029.082	eV
orbital gap (alpha / beta)	7.0 / 4.7	eV

Here are the natural (NBO) charges for atoms 1 to 8, given in e: -0.59, -0.62, 0.23, 0.23, 0.12, 0.19, 0.24, 0.21

[4]
Here is a 2-piece molecular cluster, C3H5ClS overall in a non-equilibrium geometry from the Open Molecules 2025 dataset. Energies are from ωB97M-V/def2-TZVPD.

Geometry (Å):
C1 -1.0864 0.8357 0.8718
C2 -0.6549 0.7958 -0.3607
C3 1.2588 -0.7175 -0.7990
S1 0.6857 -2.2116 -0.2009
Cl1 -0.9083 2.1952 -1.3525
H1 -1.7102 1.6579 1.1445
H2 -1.2323 0.1188 1.6671
H3 1.8394 -0.1645 -0.1101
H4 1.3334 -0.7093 -1.8856
H5 0.4750 -1.8005 1.0255

Forces on atoms 1 to 2 (eV/Å):
-1.34 -0.21 0.83
2.50 -0.89 -0.66

ΔE to the lowest compared entry with this formula, charge and spin	85.7	kcal per mole
HOMO level (alpha / beta)	-8.42 / -8.12	eV
M	108.59	g mol⁻¹
DFT total energy	-26545.254	eV
orbital gap (alpha / beta)	8.0 / 7.6	eV

Here are the natural (NBO) charges for atoms 1 to 8, given in e: -0.56, -0.06, -0.46, 0.12, -0.03, 0.21, 0.22, 0.22

Which formula does entry 4 have?
C3H5ClS

Which value of DFT total energy does entry 3 give?
-89029.082 eV

Number 4 is which compound?
C3H5ClS